{
  "formula": "C10H24F3N3O6S",
  "method": "wB97M-V/def2-TZVPD",
  "species": ["C", "C", "O", "N", "H", "H", "C", "H", "H", "H", "H", "H", "H", "C", "C", "O", "N", "H", "H", "C", "H", "H", "H", "H", "H", "H", "C", "C", "O", "N", "H", "H", "C", "H", "H", "H", "H", "H", "H", "C", "F", "F", "F", "S", "O", "O", "O"],
  "xyz": [[5.3529, -37.1645, -5.0691], [3.8729, -36.9114, -5.0680], [3.2270, -36.5350, -4.1638], [3.1263, -37.1976, -6.3708], [2.6643, -36.3056, -6.6363], [3.8432, -37.3148, -7.0918], [2.1403, -38.2980, -6.2320], [5.7475, -36.6212, -4.2147], [5.8509, -36.8046, -5.9694], [5.5322, -38.2305, -4.9193], [2.6245, -39.2106, -5.9163], [1.6032, -38.3624, -7.1747], [1.4054, -37.9325, -5.5169], [-3.5901, -35.4779, -8.4278], [-3.8417, -36.0364, -9.7788], [-4.8666, -36.3731, -10.2514], [-2.6166, -36.2113, -10.6671], [-2.7409, -35.6755, -11.5303], [-1.7436, -35.8471, -10.2209], [-2.4546, -37.6529, -11.0839], [-4.5127, -35.5679, -7.8635], [-3.3733, -34.4108, -8.5208], [-2.7569, -35.9910, -7.9546], [-2.5813, -38.2804, -10.2083], [-1.4614, -37.7554, -11.5059], [-3.2329, -37.8705, -11.8055], [1.1448, -33.6656, -12.8002], [2.5397, -33.4608, -12.3232], [3.0936, -32.4802, -12.0026], [3.3638, -34.7559, -12.2695], [3.0404, -35.3401, -11.4750], [3.1708, -35.3525, -13.0820], [4.8213, -34.5174, -12.1328], [0.5432, -32.7906, -12.5781], [0.6941, -34.5327, -12.3178], [1.1803, -33.8149, -13.8854], [5.1727, -33.8948, -12.9462], [5.3469, -35.4587, -12.0089], [4.9847, -33.9623, -11.2080], [1.1515, -33.2841, -8.8870], [2.4817, -33.1133, -8.8253], [0.5757, -32.7750, -7.8158], [0.6888, -32.6848, -9.9856], [0.8140, -35.0822, -8.9616], [-0.6340, -35.1747, -9.0859], [1.5466, -35.5446, -10.1386], [1.3134, -35.5481, -7.6839]],
  "forces_ev_per_angstrom": [[-0.3, 0.3, 0.0], [0.7, -0.1, 0.2], [-0.6, 0.2, 0.3], [1.2, 0.9, -0.1], [-0.5, -0.3, 0.0], [-0.3, -0.6, -0.1], [-0.8, 0.8, -0.3], [0.1, -0.1, 0.0], [-0.1, -0.2, -0.1], [0.1, 0.0, -0.1], [0.0, -0.1, 0.0], [0.2, -0.4, -0.1], [0.2, -0.3, 0.3], [-0.2, 0.1, -0.1], [-0.4, 0.2, 0.2], [-0.2, -0.1, -0.3], [0.7, -0.1, -0.4], [-0.3, 0.1, 0.2], [-0.3, -0.1, 0.3], [-0.1, 0.4, 0.2], [0.0, -0.1, 0.1], [0.3, -0.1, 0.0], [0.1, 0.2, 0.1], [0.1, -0.1, 0.0], [0.0, -0.1, -0.1], [0.0, -0.1, 0.0], [0.0, -0.1, -0.1], [-0.6, -0.1, 0.0], [0.2, 0.4, 0.1], [0.2, -1.1, 0.0], [-0.3, 0.5, 0.1], [0.0, 0.3, -0.1], [0.3, 0.5, 0.8], [0.1, 0.1, -0.1], [0.1, -0.1, -0.1], [-0.1, 0.0, 0.1], [0.1, -0.2, -0.2], [-0.1, -0.1, -0.5], [-0.2, 0.1, -0.1], [0.2, -0.3, 0.1], [-0.3, 0.1, 0.0], [0.1, 0.2, -0.1], [0.0, 0.1, 0.0], [0.0, 0.0, 0.1], [0.2, -0.1, -0.3], [0.0, 0.0, 0.1], [0.2, -0.3, -0.2]],
  "e_tot_ev": -46487.863,
  "lumo_ha": -0.194,
  "max_force_ev_per_a": 1.5,
  "homo_ev": -16.4,
  "gap_ha": 0.410,
  "total_charge": 2
}



{
  "formula": "C10H24NO2P",
  "method": "wB97M-V/def2-TZVPD",
  "species": ["C", "C", "C", "C", "C", "C", "C", "C", "C", "C", "N", "O", "O", "P", "H", "H", "H", "H", "H", "H", "H", "H", "H", "H", "H", "H", "H", "H", "H", "H", "H", "H", "H", "H", "H", "H", "H", "H"],
  "xyz": [[3.4546, 0.0470, 0.7671], [2.1491, -0.9358, -1.2264], [2.1882, 1.4142, -0.7264], [-1.3230, -1.2779, -1.7752], [-1.4908, -2.4949, 0.5202], [-3.1598, -0.6854, 0.0099], [-1.3055, 3.1746, -0.6831], [-0.4176, 0.7647, 2.8865], [2.1425, -0.0092, -0.0593], [-1.7506, -1.2224, -0.2793], [1.0111, -0.1063, 0.8349], [-1.5300, 1.9303, -1.3381], [-1.3008, 0.1964, 1.9122], [-0.5192, -0.1261, 0.5516], [4.3480, 0.3297, 0.2188], [3.4533, 0.5495, 1.6978], [3.6918, -1.0568, 1.1498], [2.4278, -0.3664, -2.1322], [1.1111, -1.2913, -1.3616], [2.8241, -1.7113, -0.9840], [2.1486, 2.1396, 0.0020], [3.1899, 1.6275, -1.0251], [1.3435, 1.5763, -1.4162], [-2.2679, -1.4878, -2.4815], [-1.0214, -0.3255, -1.9826], [-0.6269, -1.9657, -1.8501], [-2.3261, -3.2401, 0.4165], [-1.3980, -2.3326, 1.5402], [-0.6748, -3.1184, 0.0049], [-3.1357, -0.4710, 1.0047], [-3.3271, 0.1146, -0.5674], [-3.7402, -1.6047, -0.1479], [-2.3131, 3.3912, -0.1355], [-1.1885, 3.8197, -1.5771], [-0.4230, 3.2561, -0.0437], [-0.9314, 0.5319, 3.7625], [-0.5809, 1.9041, 2.9295], [0.5648, 0.5178, 2.8451]],
  "forces_ev_per_angstrom": [[0.5, -4.8, 0.5], [-1.0, 0.1, -0.5], [-1.2, -1.0, 0.0], [-6.8, 0.6, 0.8], [-0.4, -3.1, -3.4], [2.0, -4.2, -0.4], [-2.6, -0.9, -1.3], [-4.0, 3.8, 1.0], [1.1, 3.6, 0.1], [0.9, -0.1, -0.3], [-1.4, -0.5, -0.9], [1.5, -1.2, 1.9], [1.6, -0.1, -0.9], [-0.1, 2.0, -0.7], [-0.2, 0.1, -0.4], [-0.6, 1.1, 0.7], [-0.4, 1.9, -0.8], [0.1, -0.7, 0.4], [0.9, -0.1, -0.1], [0.6, -1.3, -0.4], [-0.9, 1.7, 2.1], [0.5, -0.4, -1.5], [0.6, 0.0, -0.1], [2.1, 0.2, 1.6], [1.0, 2.6, -1.2], [3.3, -3.4, -1.0], [0.2, 0.9, 0.0], [0.6, 0.1, 1.9], [-0.5, 1.2, 1.3], [-0.8, 0.8, 2.7], [-1.1, 2.9, -2.2], [-0.6, 0.7, -0.2], [1.9, 0.4, -0.4], [0.0, 0.6, 0.8], [0.0, -0.1, 0.1], [-0.2, -1.0, 1.9], [0.7, -1.4, -0.8], [2.5, -0.9, -0.2]],
  "e_tot_ev": -25627.117,
  "lumo_ha": [-0.010, -0.019],
  "relative_energy_kcal_mol": 97.8,
  "max_force_ev_per_a": 6.9,
  "homo_ev": [-8.1, -6.9],
  "gap_ha": [0.288, 0.235],
  "total_charge": 0
}



{
  "formula": "C10H25FeO5",
  "method": "wB97M-V/def2-TZVPD",
  "species": ["Fe", "C", "C", "O", "H", "H", "H", "H", "H", "C", "C", "O", "H", "H", "H", "H", "H", "C", "C", "O", "H", "H", "H", "H", "H", "C", "C", "O", "H", "H", "H", "H", "H", "C", "C", "O", "H", "H", "H", "H", "H"],
  "xyz": [[0.0862, -0.4215, -0.6195], [3.6909, -0.5249, 0.8082], [3.3303, -0.7390, -0.6506], [2.0191, -0.9830, -0.8526], [3.4457, -1.3314, 1.5044], [3.1196, 0.3333, 1.1883], [4.7560, -0.2927, 0.9604], [3.9468, -1.6160, -0.9712], [3.8532, 0.0232, -1.2627], [-1.8511, 2.3894, -2.0491], [-1.1190, 1.3780, -2.9747], [-0.1224, 0.6895, -2.3450], [-1.2111, 3.2097, -1.7244], [-2.1756, 1.8283, -1.1685], [-2.7683, 2.7295, -2.5474], [-0.8937, 1.9275, -3.9040], [-1.8831, 0.6187, -3.2293], [-2.9866, -2.4304, -1.8341], [-1.6122, -3.0160, -1.5770], [-0.5869, -2.0737, -1.6694], [-3.0739, -1.4762, -1.3190], [-3.7521, -3.1436, -1.4988], [-3.1537, -2.2756, -2.9057], [-1.2912, -3.8415, -2.2331], [-1.5521, -3.4030, -0.5412], [1.3660, 3.1909, 1.5298], [0.1663, 2.3837, 1.1051], [0.4862, 1.2322, 0.4546], [2.0662, 3.3573, 0.7118], [1.8254, 2.7360, 2.4140], [0.9784, 4.1250, 1.9703], [-0.5425, 3.0044, 0.5224], [-0.3719, 2.1623, 2.0572], [0.0661, -1.0466, 3.2645], [-1.1067, -1.4456, 2.3651], [-0.8434, -1.1739, 1.0587], [0.1111, 0.0356, 3.4192], [1.0138, -1.4740, 2.9411], [-0.1019, -1.3470, 4.3202], [-1.9439, -0.8027, 2.7119], [-1.3842, -2.4961, 2.5700]],
  "forces_ev_per_angstrom": [[0.9, -0.4, -0.3], [0.0, 1.1, 0.9], [0.7, -1.3, 0.2], [-1.2, 0.3, -0.2], [-0.1, -0.4, -0.5], [0.0, 0.0, -0.1], [0.0, 0.0, -0.2], [-0.2, -0.3, 0.0], [-0.7, 0.7, 0.0], [-0.1, -0.8, -0.2], [-1.0, -0.8, 1.5], [0.6, 0.4, 0.3], [0.0, 0.1, -0.1], [0.1, 0.1, 0.1], [0.1, 0.4, 0.0], [0.7, -0.2, -0.2], [-0.4, 0.2, -0.5], [-0.2, -0.7, -0.6], [2.2, 1.1, 1.3], [-0.2, 0.9, -0.1], [0.0, 0.0, 0.1], [-0.2, 0.2, 0.1], [0.1, 0.2, 0.0], [-0.7, -0.2, -0.3], [-0.6, -0.3, 0.0], [-0.2, 0.6, 0.9], [-0.8, -1.3, -0.1], [0.3, -0.2, -0.4], [0.1, 0.1, 0.1], [0.4, -0.4, -0.5], [0.2, 0.3, -0.5], [0.1, 0.2, -0.1], [-0.2, 0.1, 0.0], [-0.3, 0.0, 1.5], [0.5, 1.4, -0.3], [-0.1, -0.4, -1.1], [0.4, 0.1, -0.8], [0.0, 0.2, -0.2], [-0.1, -0.5, -0.2], [-0.3, -0.3, 0.2], [0.0, -0.2, -0.1]],
  "spin_multiplicity": 6,
  "e_tot_ev": -55397.271,
  "lumo_ha": [0.216, 0.216],
  "relative_energy_kcal_mol": 19.1,
  "max_force_ev_per_a": 2.7,
  "homo_ev": [-1.1, -0.8],
  "gap_ha": [0.257, 0.246],
  "total_charge": -2
}



{
  "formula": "C10H25INO4PSSi2Zn",
  "method": "wB97M-V/def2-TZVPD",
  "species": ["C", "C", "C", "O", "C", "Si", "I", "O", "Si", "C", "N", "C", "C", "O", "C", "O", "C", "C", "P", "S", "H", "H", "H", "H", "H", "H", "H", "H", "H", "H", "H", "H", "H", "H", "H", "H", "H", "H", "H", "H", "H", "H", "H", "H", "H", "Zn"],
  "xyz": [[5.4078, 0.7530, 2.1906], [5.5436, 0.9512, 0.6783], [4.3755, 1.6275, -0.0359], [3.5178, 0.6308, -0.6432], [2.5984, 1.1362, -1.5599], [0.7588, 0.8445, -1.1843], [-0.5544, 2.7775, -1.8489], [0.1821, -0.4078, -2.0623], [-0.3505, -1.9470, -1.6596], [0.6811, -2.8102, -0.3664], [-0.1290, -3.3699, 0.7190], [-2.1965, -1.8896, -1.2008], [-2.9113, -0.6080, -1.6107], [-4.1162, -0.3305, -0.9460], [-4.1180, 0.8527, -0.1827], [-4.0020, 1.8869, -0.7846], [-4.3273, 0.6657, 1.2767], [-5.7325, 1.1756, 1.6947], [0.4158, 0.6761, 1.0814], [2.0215, -0.0034, 1.9875], [6.3994, 0.6853, 2.6460], [4.9004, -0.1829, 2.4358], [4.8922, 1.5934, 2.6617], [5.7538, 0.0056, 0.1713], [6.4146, 1.5917, 0.4915], [4.7516, 2.2757, -0.8348], [3.7703, 2.2197, 0.6651], [2.7252, 0.6351, -2.5343], [2.7361, 2.2126, -1.7328], [-0.2929, -2.7087, -2.9150], [1.1449, -3.6466, -0.9068], [1.5254, -2.1945, -0.0186], [-0.7235, -2.6979, 1.1793], [0.4392, -3.8185, 1.4265], [-2.6312, -2.7389, -1.7417], [-2.4175, -2.0831, -0.1460], [-2.2767, 0.2830, -1.6836], [-3.2565, -0.8295, -2.7234], [-3.5688, 1.2574, 1.7981], [-4.2059, -0.3789, 1.5721], [-6.0299, 0.6823, 2.6238], [-5.6988, 2.2491, 1.8934], [-6.4810, 0.9771, 0.9255], [-0.7249, -0.1078, 1.3304], [0.0527, 1.9663, 1.4815], [-4.2628, 0.1416, -3.6081]],
  "forces_ev_per_angstrom": [[0.1, -0.2, -0.1], [0.1, 0.3, -0.1], [0.2, -0.1, 0.3], [-0.3, -0.2, 0.1], [0.4, 0.3, 0.1], [-0.1, 0.3, -1.3], [0.0, -0.1, 0.1], [0.0, 0.0, 1.1], [-0.1, -0.8, -0.6], [0.1, 0.0, 0.4], [0.0, 0.0, -0.2], [-0.2, 0.1, -0.2], [-0.1, -0.1, -0.2], [0.2, -0.6, 0.7], [0.0, 0.8, -0.7], [0.1, -0.5, 0.3], [-0.3, -0.1, 0.4], [0.2, 0.1, 0.2], [0.7, -0.2, 0.8], [-0.1, 0.0, -0.3], [-0.1, 0.0, -0.1], [-0.1, 0.1, 0.0], [0.0, -0.1, 0.0], [0.0, 0.1, 0.0], [-0.1, -0.1, 0.0], [-0.2, -0.1, 0.0], [0.1, 0.1, -0.2], [-0.1, -0.1, 0.1], [-0.1, -0.1, 0.1], [0.0, 0.2, -0.1], [0.0, 0.1, 0.0], [0.0, 0.1, -0.1], [0.1, 0.1, 0.1], [0.0, -0.1, -0.1], [0.0, 0.0, 0.2], [0.1, 0.1, 0.0], [-0.1, 0.0, 0.0], [1.1, -0.6, 0.4], [0.0, 0.0, -0.1], [0.0, 0.1, -0.3], [0.0, 0.0, -0.2], [-0.1, -0.1, -0.2], [0.0, 0.0, 0.1], [-0.2, 0.1, -0.2], [-0.2, 0.1, -0.1], [-0.8, 0.9, -0.4]],
  "e_tot_ev": -112834.879,
  "lumo_ha": -0.433,
  "max_force_ev_per_a": 1.4,
  "homo_ev": -13.8,
  "gap_ha": 0.073,
  "total_charge": 2
}